No. 1
The following is a quantum chemistry calculation of C22H32N2O4 in the gas phase, from the Open Molecules 2025 dataset.

```
60
Properties=species:S:1:pos:R:3
C 7.23696 0.44372 4.54811
O 6.38241 -0.46736 3.90934
C 5.06674 -0.42874 4.40069
C 4.21233 -1.42283 3.60633
O 3.88153 -0.97880 2.31683
C 2.80848 -0.05398 2.23083
C 1.48815 -0.78851 1.94752
C 1.56413 -1.47380 0.57964
N 1.82886 -0.49794 -0.45022
C 0.99788 -0.05826 -1.42164
O 1.29012 0.88602 -2.13271
C -0.32862 -0.79336 -1.61569
C -0.81535 -0.64349 -3.05433
C -2.08933 -1.45428 -3.21857
C -3.12144 -1.24924 -2.12554
O -4.26139 -1.65039 -2.26963
N -2.71345 -0.66378 -0.97159
C -3.71998 -0.32893 0.01409
C -4.17793 1.13719 -0.09460
C -4.69225 1.40339 -1.48112
C -5.99227 1.05657 -1.82427
C -6.44592 1.22045 -3.11928
C -5.60313 1.73120 -4.09174
C -4.30849 2.08632 -3.75867
C -3.85785 1.92396 -2.46054
C -1.38313 -0.15811 -0.71208
C 3.09682 0.17890 -0.24736
C 3.10224 0.92120 1.08678
H 6.89595 1.47782 4.40945
H 8.21733 0.32156 4.09314
H 7.30453 0.23893 5.62455
H 5.04946 -0.70675 5.46756
H 4.65613 0.58967 4.30825
H 3.30991 -1.66464 4.18482
H 4.80090 -2.33096 3.45850
H 2.71471 0.50523 3.17318
H 0.67025 -0.06612 1.96476
H 1.30630 -1.53976 2.71791
H 2.39917 -2.18334 0.60004
H 0.64400 -2.02072 0.38500
H -0.22469 -1.85814 -1.39309
H -0.99637 0.41102 -3.26396
H -0.05064 -0.99062 -3.75082
H -1.85865 -2.52412 -3.23243
H -2.58409 -1.22498 -4.16384
H -4.57248 -0.98507 -0.17447
H -3.32137 -0.52747 1.01440
H -3.34474 1.80391 0.13707
H -4.96521 1.30228 0.64296
H -6.64963 0.64604 -1.07145
H -7.45764 0.94083 -3.37375
H -5.95402 1.85013 -5.10638
H -3.64394 2.48572 -4.51150
H -2.84546 2.21040 -2.21013
H -1.15611 -0.35312 0.34363
H -1.35138 0.92947 -0.86404
H 3.89575 -0.56756 -0.24259
H 3.24053 0.87254 -1.07632
H 2.34447 1.70618 1.07803
H 4.08088 1.37454 1.24093
```

Output
Molecular weight = 388.51 g mol⁻¹
Relative energy (zero: lowest compared OMol25 entry of this formula, charge and spin) = 203.7 kJ/mol
Frontier orbital gap = 9.33 eV
Total energy = -1268.00586 hartree
Total charge = 0
HOMO = -8.756 eV
SMILES string = COCCOC1CCN(C(=O)[C@@H]2CCC(=O)N(CCc3ccccc3)C2)CC1
LUMO energy = 0.6 eV
2S+1 = 1

Here are the Mulliken charges for atoms 1 to 4, given in e: atom 1 (C): -0.74, atom 2 (O): -0.31, atom 3 (C): -0.42, atom 4 (C): -0.61

***

No. 2
The following is a quantum chemistry calculation of C3H3NO4 in the gas phase, from the Open Molecules 2025 dataset.

```
11
Properties=species:S:1:pos:R:3
O 0.12086 1.18187 2.36323
C 0.48730 0.70820 1.19832
O 1.44586 -0.25169 0.81860
N 0.95119 -0.97652 -0.46386
O 0.11055 -2.13059 0.13708
C -0.15657 -0.14691 -0.93043
C -0.20469 0.91190 -0.02360
O -1.07115 1.97416 -0.05826
H 0.74977 -2.89657 -0.18200
H -1.13270 -0.42824 -1.75210
H -1.30042 2.05439 -1.10696
```

Output
Molecular weight = 117.06 g mol⁻¹
Relative energy (zero: lowest compared OMol25 entry of this formula, charge and spin) = 689.4 kJ/mol
Frontier orbital gap = 8.94 eV
Total energy = -471.61059 hartree
Total charge = 0
HOMO = -9.715 eV
SMILES string = O=c1on(O)cc1O
LUMO energy = -0.8 eV
2S+1 = 1

Here are the Mulliken charges for atoms 1 to 4, given in e: atom 1 (O): -0.54, atom 2 (C): 0.56, atom 3 (O): -0.26, atom 4 (N): -0.01

***

No. 3
The following is a quantum chemistry calculation of 2 unconnected molecules or ions with the total composition C4H8N2O, from the Open Molecules 2025 dataset.

```
15
Properties=species:S:1:pos:R:3
C 2.01579 0.03829 0.50894
C 0.75586 -0.50103 -0.11294
O 0.44115 -1.67264 -0.01650
C -3.28999 -1.12822 0.48950
N -2.32716 -1.78957 0.38377
C -0.12139 0.50989 -0.84171
N -0.47077 1.60456 0.05468
H 1.75699 0.78631 1.26596
H 2.62441 0.55043 -0.24401
H 2.58553 -0.77310 0.95939
H 0.47749 0.93499 -1.66108
H -1.40426 -2.18308 0.24325
H -0.97359 -0.02535 -1.27577
H -0.89840 2.35745 -0.47376
H -1.17167 1.29108 0.72027
```

Output
Molecular weight = 100.12 g mol⁻¹
Relative energy (zero: lowest compared OMol25 entry of this formula, charge and spin) = 218.9 kJ/mol
Frontier orbital gap = 10.63 eV
Total energy = -341.92028 hartree
Total charge = 0
HOMO = -9.957 eV
LUMO energy = 0.7 eV
2S+1 = 1

Here are the Mulliken charges for atoms 1 to 4, given in e: atom 1 (C): -1.13, atom 2 (C): 0.81, atom 3 (O): -0.66, atom 4 (C): -0.23

***

No. 4
The following is a quantum chemistry calculation of a molecular structure, C2H2I2S, from the Open Molecules 2025 dataset.

```
7
Properties=species:S:1:pos:R:3
C 0.77862 0.28335 0.23401
C -0.67546 -0.35545 -0.02891
S 2.20198 0.40200 -0.46830
I -1.43921 -1.34286 1.70038
I -1.74923 1.34668 -0.72556
H 0.47347 0.98624 0.96949
H -0.66213 -1.04795 -0.85798
```

Output
Molecular weight = 311.91 g mol⁻¹
Relative energy (zero: lowest compared OMol25 entry of this formula, charge and spin) = 41.1 kJ/mol
Frontier orbital gap = 8.31 eV
Total energy = -1070.92444 hartree
Total charge = 0
HOMO = -9.111 eV
LUMO energy = -0.8 eV
2S+1 = 1

Here are the Mulliken charges for atoms 1 to 4, given in e: atom 1 (C): -0.23, atom 2 (C): -0.65, atom 3 (S): -0.21, atom 4 (I): 0.16

***

No. 5
The following is a quantum chemistry calculation of a gas-phase ion, C2H5N4O (charge +1), from the Open Molecules 2025 dataset.

```
12
Properties=species:S:1:pos:R:3
N 4.64176 1.06903 0.08628
C 3.82990 0.24411 0.16873
O 3.05926 -0.75138 0.36955
N 1.92554 -0.98574 -0.53245
N 0.99707 -0.02578 -0.37562
C -0.27384 -0.19990 0.00293
N -0.99718 0.78194 0.43516
H 1.87933 -2.02401 -0.64972
H 1.53692 0.90338 -0.30340
H -0.88048 -1.05560 0.05329
H -2.01818 0.65004 0.54642
H -0.61756 1.73709 0.55188
```

Output
Molecular weight = 101.09 g mol⁻¹
Relative energy (zero: lowest compared OMol25 entry of this formula, charge and spin) = 506.0 kJ/mol
Frontier orbital gap = 9.68 eV
Total energy = -373.04204 hartree
Total charge = +1
HOMO = -14.416 eV
SMILES string = N#CON/[NH+]=C/N
LUMO energy = -4.7 eV
2S+1 = 1

Here are the Mulliken charges for atoms 1 to 4, given in e: atom 1 (N): -0.31, atom 2 (C): 0.49, atom 3 (O): -0.30, atom 4 (N): -0.34

***

No. 6
The following is a quantum chemistry calculation of a molecular structure, C4H8O2S2, from the Open Molecules 2025 dataset.

```
16
Properties=species:S:1:pos:R:3
C -0.56656 1.59181 -0.36890
C -0.27530 0.09011 -0.61786
C 1.12694 -0.67195 -0.62815
C 0.22647 -0.75283 0.54188
H -2.36675 1.42278 0.17944
H -0.87352 1.98011 -1.34925
H 0.16649 2.08963 0.15208
H -0.69875 -1.90843 -0.56669
H 1.41846 -1.56432 -1.19990
H 3.07133 -0.20122 0.75047
H 0.80442 -0.17906 1.35589
H -0.78286 -1.53084 1.92878
O -1.67051 1.79479 0.69673
O -0.50195 -1.86342 0.89861
S -1.63076 -0.67093 -1.26856
S 2.55285 0.37378 -0.50457
```

Output
Molecular weight = 152.24 g mol⁻¹
Relative energy (zero: lowest compared OMol25 entry of this formula, charge and spin) = 587.3 kJ/mol
Frontier orbital gap = 8.24 eV
Total energy = -1103.86528 hartree
Total charge = 0
HOMO = -8.366 eV
LUMO energy = -0.1 eV
2S+1 = 1

Here are the Mulliken charges for atoms 1 to 4, given in e: atom 1 (C): -1.11, atom 2 (C): 0.80, atom 3 (C): -0.25, atom 4 (C): -0.43

***

No. 7
The following is a quantum chemistry calculation of a molecular structure, C14H8ClNO6RuSe2Te2, from the Open Molecules 2025 dataset.

```
35
Properties=species:S:1:pos:R:3
Ru 0.17101 -2.37661 1.40173
Se 1.93547 -1.88079 3.13430
Te 0.09965 -3.37111 3.77888
Te 0.64923 -4.94768 1.46122
Se -1.03363 -4.05532 -0.02837
O 2.71771 -0.41973 0.92968
C 2.27125 -1.02230 -0.02954
O 1.59901 -2.14468 0.03010
C 2.46280 -0.50294 -1.42750
C 1.91425 -1.15726 -2.52400
C 2.08354 -0.64617 -3.80351
C 2.80110 0.52257 -3.99679
C 3.33653 1.15552 -2.88791
C 3.18449 0.67025 -1.60563
N 4.09977 2.40465 -3.08833
O 4.22865 2.80675 -4.22773
O 4.54385 2.95757 -2.10442
H 1.35609 -2.06910 -2.36174
H 1.65527 -1.15818 -4.65446
H 2.95018 0.94616 -4.97846
H 3.60952 1.18474 -0.75687
Cl -5.94178 3.36567 2.38181
C -4.68009 2.19157 2.18860
C -4.98840 0.84418 2.30203
C -3.97814 -0.08949 2.15102
C -2.67944 0.32860 1.88378
C -2.38603 1.68311 1.76827
C -3.38876 2.62347 1.92431
C -1.60145 -0.66269 1.71606
O -1.79377 -1.89937 1.97240
O -0.45206 -0.34311 1.31080
H -6.00476 0.53822 2.50499
H -4.19102 -1.14652 2.23657
H -1.37047 1.98956 1.55659
H -3.17957 3.68047 1.84213
```

Output
Molecular weight = 835.86 g mol⁻¹
Relative energy (zero: lowest compared OMol25 entry of this formula, charge and spin) = 0.0 kJ/mol
Frontier orbital gap = 5.80 eV
Total energy = -6938.46069 hartree
Total charge = 0
HOMO = -8.525 eV
LUMO energy = -2.7 eV
2S+1 = 1

Here are the Mulliken charges for atoms 1 to 4, given in e: atom 1 (Ru): 0.42, atom 2 (Se): -0.01, atom 3 (Te): 0.02, atom 4 (Te): 0.24

***

No. 8
The following is a quantum chemistry calculation of 2 unconnected molecules or ions with the total composition C5H10N, from the Open Molecules 2025 dataset.

```
16
Properties=species:S:1:pos:R:3
C 2.50029 -0.29554 -0.18019
C 1.63667 0.56067 -0.73460
C -0.73599 -0.97415 0.88716
C -0.97045 -1.08441 -0.60688
C -0.49805 0.26981 0.07323
N -1.35780 1.42290 0.29152
H 3.52187 -0.14560 -0.50590
H 2.44101 -1.16857 0.45255
H 1.60107 1.43930 -1.36332
H -1.58151 -0.93010 1.53487
H 0.14511 -1.56385 1.19306
H -0.02687 -1.47959 -1.03817
H -1.89919 -1.22758 -1.18447
H -2.04274 1.58839 -0.41385
H -0.76552 2.28601 0.42583
H -1.96792 1.30229 1.16915
```

Output
Molecular weight = 84.14 g mol⁻¹
Relative energy (zero: lowest compared OMol25 entry of this formula, charge and spin) = 481.1 kJ/mol
Frontier orbital gap = 9.63 eV
Total energy = -250.82204 hartree
Total charge = +1
HOMO = -13.365 eV
LUMO energy = -3.7 eV
2S+1 = 1

Here are the Mulliken charges for atoms 1 to 4, given in e: atom 1 (C): -0.59, atom 2 (C): -0.07, atom 3 (C): -0.63, atom 4 (C): -0.53

***

Question: Look up the molecular weight of the fourth one.
Answer: 311.91 g mol⁻¹

***

Question: 2S+1 of number 1 (C22H32N2O4)?
Answer: 1